#1
23
Properties=species:S:1:pos:R:3 method="wB97M-V/def2-TZVPD" homo_energy_ev=-7.509 total_charge=0 smiles="CCC/C=C/N.O.O" lumo_ev=0.410 gap_ev=7.9
C -0.4571 -2.6507 1.0092
C -1.2740 -1.4864 1.6473
C -0.5573 -0.1407 1.4355
C -1.4140 0.7576 0.5680
C -0.9927 1.6846 -0.3035
N -1.7252 2.1823 -1.3618
H 0.2982 -2.3499 0.2891
H -1.1069 -3.3921 0.5343
H 0.0777 -3.1930 1.7843
H -2.3431 -1.4835 1.4739
H -1.2343 -1.7358 2.7186
H -0.4671 0.3684 2.4007
H 0.4218 -0.1960 0.9641
H -2.4894 0.6773 0.5846
H 0.0506 1.9973 -0.3417
H -1.3808 2.9397 -1.9014
H -2.7315 2.1709 -1.3881
O 4.3289 -2.1059 0.0369
H 4.1887 -1.4110 -0.6219
H 3.9781 -1.7164 0.8525
O 1.2744 3.2047 -3.4381
H 2.1266 3.5316 -3.1201
H 1.4282 2.3469 -3.8224

=====

#2
23
Properties=species:S:1:pos:R:3 method="wB97M-V/def2-TZVPD" homo_energy_ev=-8.292 total_charge=0 smiles=CNCCCCO.O lumo_ev=0.733 gap_ev=9.0
C -0.4403 -2.3286 -0.8988
N 0.6967 -1.4642 -1.1652
C 0.4309 -0.1843 -1.7448
C -0.4233 0.8202 -0.9233
C 0.4360 1.5913 0.0996
C 0.7751 0.7501 1.3430
O 2.2164 0.6271 1.4192
H -1.3483 -1.7656 -0.7136
H -0.5905 -3.0145 -1.7306
H -0.2040 -2.9110 -0.0076
H 1.4613 -1.5815 -0.5228
H -0.0431 -0.3498 -2.7103
H 1.3480 0.3747 -1.9302
H -1.2357 0.3408 -0.3756
H -0.9087 1.4714 -1.6454
H 1.3847 1.8518 -0.3615
H -0.0918 2.5064 0.3660
H 0.4251 -0.2789 1.2413
H 0.4406 1.2125 2.2721
H 2.5610 0.6995 2.3172
O -2.3908 0.8246 2.1481
H -2.9576 0.1208 1.8112
H -1.5419 0.6871 1.7120

=====

Most stable to least stable, the ends of the list are #2 and #1.

=====

#1
6
Properties=species:S:1:pos:R:3 method="wB97M-V/def2-TZVPD" homo_energy_ev="-9.156 / -9.171" total_charge=0 lumo_ev="0.211 / 0.159" gap_ev="9.4 / 9.3"
C -0.3529 -0.9243 -1.0499
N 1.0557 0.6300 0.4525
O 0.1402 -1.9498 -1.1092
O -0.8923 0.1007 -0.9594
O 0.3156 1.3859 1.1211
H -0.2664 0.7574 1.5449

=====

#2
6
Properties=species:S:1:pos:R:3 method="wB97M-V/def2-TZVPD" homo_energy_ev=-9.348 total_charge=0 smiles="O=C=O.N=O" lumo_ev=-0.211 gap_ev=9.1
O 2.9927 2.2241 -1.0051
C 1.9666 1.7307 -1.1169
O 0.9216 1.3347 -1.4470
N -1.1878 0.1672 -0.0715
O -0.0662 -0.1023 0.2472
H -1.2926 1.0265 -0.6979

=====

Most stable to least stable, the ends of the list are #2 and #1.

=====

#1
45
Properties=species:S:1:pos:R:3 method="wB97M-V/def2-TZVPD" homo_energy_ev=-8.244 total_charge=0 smiles="C[C@@H](N)CC=O.O.O.O.O.O.O.O.O.O.O" lumo_ev=-0.160 gap_ev=8.1
C -3.7656 -0.9690 -0.7690
C -2.6546 -2.0886 -1.0905
N -1.6992 -1.5125 -1.9965
C -1.9266 -2.3110 0.2822
C -1.6238 -0.8969 0.8982
O -1.1501 -0.0131 0.1976
H -3.2985 -0.0433 -0.6842
H -4.1397 -1.4461 0.0884
H -4.4821 -0.9764 -1.5956
H -3.2596 -2.9958 -1.5886
H -0.9912 -2.1842 -2.3725
H -1.2157 -0.5856 -1.8628
H -0.9237 -2.7791 -0.0591
H -2.3739 -2.9520 0.9649
H -2.0969 -0.7067 1.9047
O 2.5807 2.5229 -0.7288
H 2.0451 2.7017 0.0743
H 2.2586 1.7565 -1.2959
O 0.5698 3.0868 -2.5854
H 1.4900 2.6204 -2.3345
H 0.1047 2.4852 -3.0910
O 1.1253 2.8037 1.2228
H 1.0881 1.9871 1.7987
H 0.2467 2.9784 0.6526
O -2.5316 2.4050 2.1124
H -2.2531 1.5446 2.1983
H -1.7856 2.9788 1.9890
O 2.5431 -1.5440 -1.1956
H 3.0868 -1.6171 -2.0316
H 3.1166 -1.0561 -0.6464
O -0.3825 -0.0499 3.4096
H -0.8975 0.0207 4.3050
H 0.5663 -0.2658 3.6513
O 2.7652 -1.8291 2.0962
H 2.5408 -0.9181 1.7222
H 2.3124 -2.5132 1.5520
O 4.3560 0.2358 -0.2205
H 3.8986 1.1399 -0.2655
H 4.4234 0.1377 0.6704
O 0.7777 -3.5768 -0.9965
H 1.2011 -2.7048 -0.9338
H 1.3590 -4.1345 -1.3950
O -0.6030 3.5873 -0.3798
H -0.3011 4.4892 -0.4222
H -0.1005 3.1879 -1.2494

=====

#2
45
Properties=species:S:1:pos:R:3 method="wB97M-V/def2-TZVPD" homo_energy_ev=-8.780 total_charge=0 smiles="C=NC(=C)C.O.O.O.O.O.O.O.O.O.O.O" lumo_ev=0.087 gap_ev=8.9
C -3.5730 -0.8875 1.4441
N -2.4565 -1.3199 1.0643
C -1.7833 -0.8834 -0.0946
C -2.1069 -1.3347 -1.3153
C -0.5892 -0.0157 0.1789
H -3.9735 -1.2695 2.3726
H -4.1426 -0.0832 0.9629
H -2.9632 -2.0006 -1.5434
H -1.5278 -1.0708 -2.2495
H -0.8022 0.6252 0.9995
H -0.3403 0.5944 -0.7396
H 0.2616 -0.6213 0.4318
O 0.2143 -3.1657 0.2506
H 0.4580 -2.6899 -0.5645
H -0.7102 -3.1279 0.2521
O 1.1616 -1.9066 -1.9202
H 1.3641 -2.4833 -2.7101
H 0.7743 -1.0746 -2.3340
O 3.0023 0.7828 1.2611
H 3.0353 -0.0486 0.8687
H 2.3775 0.7574 1.9871
O 2.7182 2.7612 -0.3815
H 3.6341 2.8595 -0.7302
H 2.7370 1.9622 0.2525
O 2.8218 -1.6434 0.1707
H 2.3484 -2.2770 0.7799
H 2.3191 -1.6896 -0.7036
O 0.6728 2.5996 -1.9700
H 1.5381 2.6258 -1.4002
H 0.6736 3.3702 -2.4737
O 1.0771 0.3122 3.0751
H 0.6964 -0.5385 2.9158
H 0.5067 0.7561 3.6929
O -0.6964 3.0578 0.2797
H -0.2975 2.9230 -0.5724
H 0.0148 2.8214 0.9305
O -3.1021 1.8408 0.4343
H -2.2401 2.2096 0.4380
H -3.4197 2.0198 -0.4101
O 0.2169 0.2591 -3.2062
H 0.3655 1.1243 -2.7059
H 0.4779 0.3933 -4.1173
O -0.0441 -2.0715 2.6926
H -0.9792 -1.9197 2.4850
H 0.2805 -2.5327 1.9216

=====

Most stable to least stable, the ends of the list are #2 and #1.

=====

#1
86
Properties=species:S:1:pos:R:3 method="wB97M-V/def2-TZVPD" homo_energy_ev=-11.083 total_charge=+1 lumo_ev=-3.995 gap_ev=7.1
Ta -0.3690 -0.4614 -0.2683
O -0.3367 1.1135 -1.6400
S 0.1105 2.2486 -0.7157
O 1.3017 2.9034 -1.1017
O 0.0910 1.5133 0.5920
C -1.2242 3.3556 -0.5909
C -1.0834 4.6627 -1.0265
C -2.1414 5.5367 -0.8335
C -3.3010 5.0923 -0.2122
C -3.4247 3.7736 0.2052
C -2.3790 2.8776 0.0228
P -2.6054 1.1113 0.4748
C -4.1867 0.8189 -0.3453
C -5.3914 0.6649 0.3307
C -6.5676 0.5156 -0.3901
C -6.5421 0.5318 -1.7761
C -5.3412 0.7071 -2.4524
C -4.1643 0.8493 -1.7410
C -2.8038 1.1188 2.2679
C -3.4270 0.0532 2.9217
C -3.5029 0.0436 4.3047
C -2.9465 1.0789 5.0430
C -2.3119 2.1297 4.3980
C -2.2387 2.1529 3.0144
H -0.1594 4.9795 -1.4904
H -2.0566 6.5633 -1.1615
H -4.1231 5.7775 -0.0547
H -4.3443 3.4386 0.6688
H -5.4196 0.6654 1.4119
H -7.5058 0.3902 0.1337
H -7.4620 0.4132 -2.3331
H -5.3229 0.7265 -3.5338
H -3.2258 0.9780 -2.2685
H -3.8418 -0.7683 2.3560
H -3.9937 -0.7793 4.8067
H -3.0059 1.0647 6.1231
H -1.8731 2.9353 4.9711
H -1.7421 2.9771 2.5186
O -1.8458 -1.2547 -1.4993
S -2.7160 -2.1517 -0.6263
O -4.0976 -2.1035 -0.9438
O -2.3091 -1.7177 0.7253
C -2.1832 -3.8058 -1.0206
C -3.2025 -4.7317 -1.1755
C -2.9102 -6.0388 -1.5452
C -1.6019 -6.4212 -1.7744
C -0.5737 -5.5002 -1.6209
C -0.8583 -4.2002 -1.2465
S 0.5167 -3.1226 -0.9850
O 0.5243 -2.0159 -1.9544
O 1.6875 -3.9136 -0.8631
O 0.1005 -2.4077 0.2865
H -4.2253 -4.4220 -1.0204
H -3.7179 -6.7486 -1.6577
H -1.3683 -7.4356 -2.0665
H 0.4576 -5.7867 -1.7719
O 0.8864 -0.5421 1.5914
C 1.9375 -0.3701 0.9027
N 3.2180 -0.3051 1.2204
C 4.0274 -0.1089 -0.0033
C 2.9162 -0.0941 -1.1033
O 3.0695 0.0354 -2.2764
N 1.7092 -0.2183 -0.4158
C 5.0018 -1.2638 -0.1588
C 6.1587 -1.2574 0.6166
C 7.0363 -2.3274 0.5694
C 6.7685 -3.4082 -0.2608
C 5.6220 -3.4130 -1.0387
C 4.7364 -2.3446 -0.9894
C 4.7008 1.2574 -0.0282
C 5.5784 1.5353 -1.0730
C 6.1810 2.7779 -1.1594
C 5.9176 3.7509 -0.2026
C 5.0436 3.4762 0.8353
C 4.4296 2.2324 0.9211
H 3.5985 -0.5645 2.1161
H 6.3834 -0.4013 1.2429
H 7.9345 -2.3139 1.1723
H 7.4572 -4.2414 -0.3041
H 5.4107 -4.2497 -1.6911
H 3.8491 -2.3633 -1.6076
H 5.7828 0.7768 -1.8176
H 6.8609 2.9875 -1.9743
H 6.3955 4.7192 -0.2680
H 4.8350 4.2288 1.5843
H 3.7387 2.0335 1.7299

=====

#2
86
Properties=species:S:1:pos:R:3 method="wB97M-V/def2-TZVPD" homo_energy_ev=-11.221 total_charge=+1 lumo_ev=-3.653 gap_ev=7.6
Ta 2.0042 0.5899 0.1466
O 2.2698 1.8089 -1.4906
S 2.7708 3.0930 -0.7459
O 4.0589 3.5583 -1.0738
O 2.4977 2.6124 0.6839
C 1.5676 4.2914 -1.0026
C 1.9644 5.5466 -1.4365
C 0.9970 6.5348 -1.5278
C -0.3159 6.2539 -1.1795
C -0.6884 4.9835 -0.7494
C 0.2515 3.9706 -0.6559
P -0.2405 2.2589 -0.1828
C -1.2841 1.7950 -1.5876
C -2.5874 2.2824 -1.7168
C -3.3318 1.9913 -2.8484
C -2.7799 1.2310 -3.8700
C -1.4778 0.7687 -3.7649
C -0.7336 1.0511 -2.6305
C -1.2706 2.5366 1.2681
C -2.4634 1.8509 1.4703
C -3.1555 2.0058 2.6653
C -2.6516 2.8292 3.6607
C -1.4472 3.4967 3.4694
C -0.7546 3.3466 2.2806
H 2.9986 5.7394 -1.6824
H 1.2736 7.5260 -1.8598
H -1.0638 7.0333 -1.2433
H -1.7199 4.7912 -0.4838
H -3.0290 2.8936 -0.9421
H -4.3450 2.3615 -2.9321
H -3.3657 1.0007 -4.7506
H -1.0375 0.1799 -4.5581
H 0.2801 0.6763 -2.5854
H -2.8512 1.1832 0.7146
H -4.0894 1.4793 2.8169
H -3.1898 2.9458 4.5921
H -1.0445 4.1276 4.2502
H 0.1945 3.8547 2.1506
O 3.0309 0.3038 1.7964
S 4.5128 0.5962 1.3522
O 5.1973 1.5179 2.1655
O 4.2753 0.9166 -0.0827
C 5.2604 -0.9785 1.3651
C 6.5186 -1.0421 1.9237
C 7.2150 -2.2489 1.9065
C 6.6535 -3.3615 1.3282
C 5.3800 -3.3040 0.7557
C 4.6672 -2.1244 0.7716
S 3.0135 -2.2647 0.1221
O 2.0951 -2.0904 1.2245
O 2.9284 -3.4587 -0.6334
O 2.8159 -0.9858 -0.7939
H 6.9503 -0.1544 2.3638
H 8.2016 -2.3033 2.3459
H 7.1997 -4.2950 1.3097
H 4.9418 -4.1773 0.2958
O 0.4380 0.2121 1.8553
C -0.1582 -0.5958 1.0925
N -1.1597 -1.4488 1.2786
C -1.4055 -2.2247 0.0470
C -0.3206 -1.6244 -0.8983
O -0.0567 -1.9873 -2.0026
N 0.2645 -0.5722 -0.1936
C -2.7795 -1.9159 -0.5484
C -3.7807 -1.3246 0.2114
C -5.0511 -1.1348 -0.3225
C -5.3246 -1.5385 -1.6196
C -4.3251 -2.1393 -2.3773
C -3.0599 -2.3328 -1.8466
C -1.2455 -3.7160 0.3156
C -0.1664 -4.4505 -0.1537
C -0.0669 -5.8046 0.1454
C -1.0352 -6.4264 0.9158
C -2.1151 -5.6901 1.3908
C -2.2226 -4.3444 1.0847
H -1.4073 -1.7836 2.1973
H -3.5844 -1.0253 1.2324
H -5.8288 -0.6863 0.2826
H -6.3127 -1.3970 -2.0368
H -4.5358 -2.4688 -3.3864
H -2.2891 -2.8163 -2.4356
H 0.6038 -3.9872 -0.7510
H 0.7759 -6.3695 -0.2306
H -0.9548 -7.4808 1.1441
H -2.8795 -6.1672 1.9896
H -3.0841 -3.7847 1.4344

=====

Most stable to least stable, the ends of the list are #2 and #1.

=====

#1
11
Properties=species:S:1:pos:R:3 method="wB97M-V/def2-TZVPD" homo_energy_ev=-9.220 total_charge=0 smiles="CSC(=S)NO" lumo_ev=0.335 gap_ev=9.6
C -2.4583 0.5189 -0.0305
S -1.3288 -1.0203 0.0977
C 0.3150 -0.1460 -0.1147
S 0.4936 1.4731 0.0025
N 1.3354 -0.9941 -0.2691
O 2.6325 -0.4300 0.1723
H -3.5454 0.0917 -0.3668
H -2.5433 1.1630 0.9210
H -1.9102 1.1436 -0.8307
H 1.4378 -2.0659 -0.0508
H 2.3769 0.5847 0.1013

=====

#2
11
Properties=species:S:1:pos:R:3 method="wB97M-V/def2-TZVPD" homo_energy_ev="-8.482 / -8.481" total_charge=0 smiles="S=NCS.C=O" lumo_ev="-1.208 / -1.207" gap_ev="7.3 / 7.3"
S 0.2370 0.2549 -2.0226
N 0.1541 0.3282 -0.4636
C 1.1985 0.9223 0.2841
S 2.7532 1.5900 -0.5681
H 0.7677 1.8669 0.6390
H 1.5686 0.3971 1.1341
H 2.7523 0.5666 -1.5369
C -2.3383 -1.4496 0.6580
O -1.9711 -1.4344 -0.4413
H -2.6749 -0.5197 1.2896
H -2.4472 -2.5224 1.0277

=====

#3
11
Properties=species:S:1:pos:R:3 method="wB97M-V/def2-TZVPD" homo_energy_ev=-8.901 total_charge=0 smiles="CN(O)C(=S)S" lumo_ev=0.604 gap_ev=9.5
C 1.3898 -0.2015 0.1968
N 0.1808 0.4660 0.3699
O 0.1457 1.8526 0.5801
C -0.8994 -0.1333 -0.0123
S -2.3024 0.6069 -0.3143
S -0.7282 -1.9130 -0.3855
H 1.6536 -0.2595 -0.9793
H 1.0853 -1.1756 0.5627
H 2.2551 0.3245 0.6669
H -0.7998 2.1336 0.2666
H -1.9806 -1.7008 -0.9516

=====

Most stable to least stable, the ends of the list are #3 and #2.

=====

#1
11
Properties=species:S:1:pos:R:3 method="wB97M-V/def2-TZVPD" homo_energy_ev=-9.326 total_charge=0 lumo_ev=-1.269 gap_ev=8.1
C -0.9235 0.4490 1.9033
C 0.0949 -0.1380 -0.5701
H -1.6563 1.0126 2.5749
H -1.0118 -0.7042 1.9140
H 0.1047 0.5175 2.4183
H 0.4518 1.3542 -2.2322
H 1.7546 -1.0545 -1.7919
N 0.0373 -0.2126 -1.9656
O 1.3372 -0.6114 -2.5450
S -1.1327 0.8764 0.1928
S 0.9440 -1.4888 0.1015

=====

#2
11
Properties=species:S:1:pos:R:3 method="wB97M-V/def2-TZVPD" homo_energy_ev=-9.468 total_charge=0 smiles="CSC(=O)NS" lumo_ev=0.589 gap_ev=10.1
C 2.2694 0.3485 -0.1614
S 1.0032 -0.9148 0.1073
C -0.5125 0.0569 -0.0489
O -0.5719 1.2348 0.0432
N -1.6252 -0.7409 -0.2920
S -3.2471 -0.1331 -0.0736
H 1.8281 1.3313 0.0773
H 2.5681 0.3647 -1.2294
H 3.1257 0.1110 0.4895
H -1.5356 -1.7244 -0.1915
H -3.3023 0.0659 1.2795

=====

Most stable to least stable, the ends of the list are #2 and #1.

=====

#1
8
Properties=species:S:1:pos:R:3 method="wB97M-V/def2-TZVPD" homo_energy_ev=-10.607 total_charge=0 smiles="N#CC1=P[C@@H]1C#N" lumo_ev=-2.069 gap_ev=8.5
N 3.7078 -0.6112 -1.0624
C 2.6636 -0.6557 -0.5505
C 1.4728 -0.6484 0.1192
P 1.1098 -0.6077 1.7765
C -0.0492 -0.4870 0.3195
C -1.1421 -1.8983 -0.0267
N -1.9251 -2.6980 -0.0320
H -0.6270 0.3010 0.0289

=====

#2
8
Properties=species:S:1:pos:R:3 method="wB97M-V/def2-TZVPD" homo_energy_ev="-11.377 / -9.583" total_charge=0 lumo_ev="-3.273 / -4.157" gap_ev="8.1 / 5.4"
C -0.0282 2.1476 -0.3078
C -0.4752 -0.2470 1.0570
C 0.2308 -1.6565 -0.7286
C 0.3982 -0.5195 -0.0036
N -0.2948 3.2566 -0.2503
N -1.2056 -0.0998 1.9339
P 0.0972 -2.9803 -1.5837
H 1.2776 0.0988 -0.1169

=====

Most stable to least stable, the ends of the list are #1 and #2.

=====

#1
12
Properties=species:S:1:pos:R:3 method="wB97M-V/def2-TZVPD" homo_energy_ev=-9.366 total_charge=0 lumo_ev=0.877 gap_ev=10.2
C -0.3620 1.4675 -0.0331
C -0.4148 0.0001 -0.0685
C 0.6892 -0.7876 -0.0154
Cl 2.3570 -0.0459 0.0197
C -1.6944 -0.7953 -0.0414
F -2.8274 0.0593 0.0618
H 0.0857 1.8701 0.9765
H -1.3441 1.9020 -0.1531
H 0.2409 1.7967 -0.8399
H 0.6771 -1.8773 0.0865
H -1.8069 -1.4470 -0.9024
H -1.7832 -1.3062 0.8925

=====

#2
12
Properties=species:S:1:pos:R:3 method="wB97M-V/def2-TZVPD" homo_energy_ev=-10.465 total_charge=0 smiles=F[C@H]1C[C@@H](Cl)C1 lumo_ev=0.994 gap_ev=11.5
F 1.7803 -1.3274 1.3821
C 0.4817 -0.8264 1.3754
C 0.3489 0.7259 0.8696
C -0.8918 0.3688 -0.0810
Cl -0.6829 1.1330 -1.8232
C -0.4194 -1.2074 0.2358
H 0.1213 -1.2837 2.3182
H 0.1930 1.3625 1.6724
H 1.3209 1.1191 0.4119
H -2.0349 0.6686 0.0589
H -1.2573 -1.8443 0.2037
H 0.1268 -1.7019 -0.5083

=====

#3
12
Properties=species:S:1:pos:R:3 method="wB97M-V/def2-TZVPD" homo_energy_ev=-9.189 total_charge=0 smiles="CC/C=C(/F)Cl" lumo_ev=0.884 gap_ev=10.1
C 0.5426 -0.8574 -1.4136
C 0.0332 0.2345 -0.5123
C 0.1216 0.1429 0.9945
C -0.7822 0.6911 1.7802
F -0.7204 0.4117 3.0729
Cl -2.0133 1.6971 1.3079
H 0.0267 -1.8055 -1.2675
H 1.5804 -1.0700 -1.2996
H 0.4907 -0.5104 -2.4207
H -0.9435 0.5135 -0.9019
H 0.7524 1.0591 -0.7935
H 0.9119 -0.5067 1.4537

=====

Most stable to least stable, the ends of the list are #3 and #2.